Computed, not measured: a molecular structure, C44H35CdClN4O5Sb2, with the ωB97M-V functional and the def2-TZVPD basis.

## Properties
energy above the lowest of the compared OMol25 structures with the same formula, charge and spin = 239.8 kJ/mol
net charge = -2

Cartesian coordinates (Å):
Cd (-0.36663, -0.61233, -0.39775)
O (1.57651, -5.24830, -5.66446)
C (2.32540, -5.07455, -4.68088)
O (3.29034, -5.75394, -4.26278)
C (2.00895, -3.82752, -3.83222)
C (2.86670, -3.42567, -2.81434)
C (2.52865, -2.34387, -2.02651)
N (1.36132, -1.68705, -2.12968)
C (0.55376, -2.05985, -3.13196)
C (0.85459, -3.08728, -4.01746)
C (-0.75709, -1.32288, -3.17204)
O (-1.06899, -0.68739, -4.16200)
O (-1.45073, -1.43378, -2.07298)
H (3.77574, -3.98777, -2.64327)
H (3.20796, -1.99301, -1.26482)
H (0.18588, -3.32744, -4.83363)
C (2.06623, 0.95756, 2.07053)
C (3.22236, -0.05502, 1.98215)
C (2.81383, -1.43584, 1.43605)
Sb (1.76436, -2.59997, 2.93994)
C (0.24462, -3.58191, 1.81692)
C (0.23704, -3.63877, 0.42240)
C (-0.83828, -4.19525, -0.26162)
C (-1.91283, -4.71243, 0.45142)
C (-1.90564, -4.68405, 1.84174)
C (-0.83593, -4.11394, 2.52155)
C (3.21870, -4.18178, 2.74561)
C (4.32464, -4.18400, 3.60027)
C (5.36314, -5.09388, 3.42024)
C (5.31297, -6.00489, 2.37366)
C (4.22127, -6.00846, 1.51245)
C (3.17528, -5.11122, 1.70454)
Sb (-0.04436, 0.26576, 2.31719)
C (0.22780, 0.70838, 4.48104)
C (1.41859, 0.46711, 5.16232)
C (1.57560, 0.81181, 6.50283)
C (0.53062, 1.41453, 7.19296)
C (-0.65554, 1.69039, 6.52427)
C (-0.79599, 1.34492, 5.18378)
C (-1.93799, -0.85094, 3.00934)
C (-2.74390, -1.26196, 1.96178)
C (-3.95228, -1.91762, 2.16518)
C (-4.35508, -2.21599, 3.45952)
C (-3.53589, -1.86475, 4.52972)
C (-2.34077, -1.18338, 4.30355)
H (1.93498, 1.47155, 1.11390)
H (2.24899, 1.70618, 2.84091)
H (3.70826, -0.18279, 2.95514)
H (3.99486, 0.34749, 1.31598)
H (3.67828, -2.03262, 1.15883)
H (2.18381, -1.30369, 0.55747)
H (1.08691, -3.27738, -0.14947)
H (-0.82818, -4.21588, -1.34429)
H (-2.75957, -5.13413, -0.07714)
H (-2.74676, -5.07960, 2.40124)
H (-0.85550, -4.07182, 3.60534)
H (4.38398, -3.46056, 4.40805)
H (6.21336, -5.08734, 4.09272)
H (6.12667, -6.70392, 2.22083)
H (4.18545, -6.70314, 0.68090)
H (2.32583, -5.13717, 1.03282)
H (2.25221, 0.00848, 4.64538)
H (2.51706, 0.61498, 7.00371)
H (0.64352, 1.67353, 8.23998)
H (-1.47652, 2.16803, 7.04732)
H (-1.73382, 1.56799, 4.68644)
H (-2.42565, -1.08726, 0.93753)
H (-4.57111, -2.19751, 1.31818)
H (-5.29282, -2.73264, 3.63437)
H (-3.83080, -2.11900, 5.54336)
H (-1.71942, -0.92766, 5.15292)
O (-0.08830, 1.57120, -0.30881)
N (-0.58060, 2.27426, 2.16530)
C (-1.67903, 2.85033, 2.29470)
C (-1.69348, 4.33141, 2.30187)
N (-1.71141, 5.47852, 2.34786)
C (-3.02625, 2.25212, 2.40862)
N (-4.09758, 1.86021, 2.53725)
Cl (-2.92564, 0.87766, -0.83513)
C (-2.90249, 2.59821, -1.10879)
C (-4.13291, 3.20505, -1.33663)
C (-4.19853, 4.55941, -1.61012)
C (-3.02602, 5.30717, -1.63166)
C (-1.81691, 4.68582, -1.37751)
C (-1.71057, 3.31613, -1.12139)
C (-0.28299, 2.75810, -0.96746)
H (-5.02866, 2.59590, -1.30733)
H (-5.15699, 5.02627, -1.80289)
H (-3.05670, 6.36863, -1.85058)
H (-0.90175, 5.27103, -1.36979)
H (0.26727, 3.56525, -0.44898)
H (0.12789, 2.72809, -1.99069)

The Mulliken scheme yields these atomic charges, measured in e:
1 Cd 2.610
2 O -0.735
3 C 0.434
4 O -0.738
5 C 0.209
6 C -0.677
7 C -0.559
8 N -0.257
9 C 0.677
10 C -0.546
11 C -0.196
12 O -0.703
13 O -0.852
14 H 0.510
15 H 0.510
16 H 0.500
17 C -1.037
18 C -1.103
19 C -0.354
20 Sb 1.290
21 C 0.600
22 C -0.476
23 C -0.703
24 C -0.730
25 C -0.622
26 C -0.829
27 C -0.002
28 C -0.575
29 C -0.533
30 C -0.374
31 C -0.744
32 C 0.069
33 Sb 0.681
34 C 1.095
35 C -0.479
36 C -0.744
37 C -0.556
38 C -0.875
39 C -0.155
40 C 1.704
41 C -0.230
42 C -1.018
43 C -0.653
44 C -0.613
45 C -0.740
46 H 0.365
47 H 0.702
48 H 0.220
49 H 0.535
50 H 0.868
51 H -0.297
52 H 0.846
53 H 0.353
54 H 0.401
55 H 0.342
56 H 0.320
57 H 0.324
58 H 0.368
59 H 0.349
60 H 0.417
61 H 0.324
62 H 0.101
63 H 0.397
64 H 0.346
65 H 0.410
66 H 0.303
67 H -0.693
68 H 0.469
69 H 0.302
70 H 0.323
71 H 0.346
72 O -1.473
73 N -0.551
74 C 2.037
75 C -0.426
76 N -0.640
77 C -0.178
78 N -0.592
79 Cl -0.107
80 C 1.113
81 C -0.680
82 C -0.403
83 C -0.658
84 C -0.655
85 C 0.226
86 C -1.495
87 H 0.421
88 H 0.353
89 H 0.363
90 H 0.343
91 H 0.346
92 H 0.432

Computed, not measured: a molecular structure, C44H35CdClN4O5Sb2, with the ωB97M-V functional and the def2-TZVPD basis.

## Properties
energy above the lowest of the compared OMol25 structures with the same formula, charge and spin = 0.0 kJ/mol
net charge = -2

Cartesian coordinates (Å):
Cd (-1.44178, 1.08735, -2.84361)
O (-0.30394, -5.79594, -4.64308)
C (0.52389, -4.87408, -4.78591)
O (1.71382, -4.91050, -5.14716)
C (0.00854, -3.47409, -4.36304)
C (-1.31613, -3.29032, -3.98511)
C (-1.73756, -2.04759, -3.55535)
N (-0.90937, -0.99779, -3.49845)
C (0.36573, -1.14753, -3.88988)
C (0.85155, -2.37012, -4.32310)
C (1.27070, 0.09177, -3.84651)
O (2.44324, -0.05436, -4.17201)
O (0.71044, 1.18513, -3.49100)
H (-1.98685, -4.13819, -4.01493)
H (-2.75482, -1.85851, -3.23726)
H (1.88367, -2.46563, -4.62488)
C (0.47855, 2.08688, 0.32278)
C (0.02724, 0.71714, 0.79924)
C (-1.45397, 0.42183, 0.55209)
Sb (-2.04577, -1.64804, 0.35272)
C (-2.44412, -1.94585, 2.45276)
C (-3.19147, -3.05717, 2.83730)
C (-3.40180, -3.35245, 4.17813)
C (-2.86883, -2.53301, 5.16222)
C (-2.13140, -1.41549, 4.79701)
C (-1.92395, -1.12764, 3.45444)
C (-0.11819, -2.60434, 0.49656)
C (0.21433, -3.51558, -0.49972)
C (1.42257, -4.20695, -0.47368)
C (2.31081, -3.99388, 0.56638)
C (1.99132, -3.09297, 1.57696)
C (0.78878, -2.40737, 1.54040)
Sb (2.50842, 2.62930, 0.80752)
C (3.44582, 0.75037, 0.40323)
C (3.18113, 0.08883, -0.79466)
C (3.86277, -1.07325, -1.13191)
C (4.82998, -1.57753, -0.27466)
C (5.11243, -0.92185, 0.91607)
C (4.42492, 0.23706, 1.25257)
C (2.32811, 2.31548, 2.93286)
C (2.39585, 3.41574, 3.78500)
C (2.28705, 3.26989, 5.16379)
C (2.11384, 2.00977, 5.71387)
C (2.05535, 0.89894, 4.88198)
C (2.16588, 1.05211, 3.50717)
H (-0.13037, 2.87416, 0.77789)
H (0.37375, 2.21698, -0.76009)
H (0.18955, 0.67141, 1.87927)
H (0.67139, -0.05393, 0.37260)
H (-1.83821, 0.92305, -0.34280)
H (-2.07027, 0.81036, 1.36598)
H (-3.62047, -3.70593, 2.08118)
H (-3.98640, -4.22212, 4.45361)
H (-3.03021, -2.76139, 6.20879)
H (-1.71583, -0.76535, 5.55811)
H (-1.34941, -0.24577, 3.19307)
H (-0.46490, -3.69028, -1.32578)
H (1.66109, -4.89545, -1.27496)
H (3.25883, -4.51788, 0.58666)
H (2.68963, -2.91297, 2.38619)
H (0.55070, -1.72068, 2.34575)
H (2.44704, 0.48474, -1.48935)
H (3.64107, -1.56599, -2.06927)
H (5.36256, -2.48364, -0.53637)
H (5.86754, -1.31435, 1.58773)
H (4.65438, 0.73490, 2.18879)
H (2.52900, 4.40909, 3.36901)
H (2.33957, 4.14109, 5.80568)
H (2.02938, 1.89035, 6.78722)
H (1.92543, -0.09091, 5.30304)
H (2.14743, 0.17157, 2.87609)
O (-3.61232, 0.16782, -2.37946)
N (-4.32473, 0.21271, -1.32983)
C (-5.63287, 0.25261, -1.51386)
C (-6.23125, 0.24773, -2.81437)
N (-6.74601, 0.24619, -3.84398)
C (-6.46548, 0.30339, -0.35610)
N (-7.15839, 0.34644, 0.56324)
Cl (-2.97254, 4.27383, -0.36211)
C (-1.58070, 4.76267, -1.30632)
C (-0.74464, 5.72457, -0.75874)
C (0.39354, 6.11787, -1.44094)
C (0.68022, 5.52406, -2.66660)
C (-0.16628, 4.57064, -3.19629)
C (-1.33921, 4.15638, -2.54209)
C (-2.20935, 3.12404, -3.12679)
H (-0.99326, 6.14782, 0.20607)
H (1.05628, 6.85790, -1.01161)
H (1.58073, 5.79390, -3.20445)
H (0.08704, 4.08541, -4.13132)
H (-2.21161, 3.18718, -4.21618)
H (-3.22823, 3.15623, -2.75346)

The Mulliken scheme yields these atomic charges, measured in e:
1 Cd 1.922
2 O -0.763
3 C 0.503
4 O -0.742
5 C 0.229
6 C -0.797
7 C -0.438
8 N -0.488
9 C 0.862
10 C -0.265
11 C -0.167
12 O -0.747
13 O -0.851
14 H 0.462
15 H 0.471
16 H 0.553
17 C -1.262
18 C 2.102
19 C -1.452
20 Sb 0.891
21 C 0.076
22 C -0.881
23 C -0.508
24 C -0.400
25 C -0.829
26 C 0.259
27 C -0.328
28 C -0.603
29 C -0.736
30 C -0.432
31 C -0.538
32 C 0.395
33 Sb 0.700
34 C -0.367
35 C -0.240
36 C -0.236
37 C -0.532
38 C -0.643
39 C -0.339
40 C -0.215
41 C -0.641
42 C -0.514
43 C -0.503
44 C -0.619
45 C 0.127
46 H 0.475
47 H 0.008
48 H -0.729
49 H -0.258
50 H 0.213
51 H 0.646
52 H 0.325
53 H 0.372
54 H 0.354
55 H 0.419
56 H 0.222
57 H 0.452
58 H 0.449
59 H 0.391
60 H 0.376
61 H 0.219
62 H 0.322
63 H 0.510
64 H 0.429
65 H 0.360
66 H 0.429
67 H 0.358
68 H 0.376
69 H 0.367
70 H 0.424
71 H 0.456
72 O -0.574
73 N 0.108
74 C 0.508
75 C 0.222
76 N -0.552
77 C -0.079
78 N -0.574
79 Cl -0.232
80 C 0.837
81 C -0.580
82 C -0.468
83 C -0.687
84 C -0.242
85 C 0.527
86 C -2.300
87 H 0.421
88 H 0.360
89 H 0.361
90 H 0.272
91 H 0.635
92 H 0.596

Computed, not measured: a molecular structure, C44H35LiN8O5SSb in a non-equilibrium geometry, with the ωB97M-V functional and the def2-TZVPD basis.

## Properties
net charge = -1

Cartesian coordinates (Å):
Li (-1.40719, -0.34035, 1.46375)
C (1.52718, 1.04741, 2.15670)
C (1.37113, -0.25925, 1.44222)
C (2.39893, -0.60799, 0.54143)
C (2.27880, -1.82184, -0.16375)
C (1.33787, -2.72572, 0.20427)
C (0.45569, -2.38451, 1.21357)
N (0.35463, -1.11708, 1.66301)
Sb (-0.86140, -4.00953, 1.82679)
C (-2.43655, -2.83915, 2.56821)
C (-3.01350, -3.40177, 3.70303)
C (-4.03666, -2.69607, 4.31309)
C (-4.57795, -1.60076, 3.66083)
C (-3.95480, -1.12055, 2.52311)
C (-4.50609, 0.11940, 1.81831)
N (-2.86638, -1.69550, 2.03891)
C (-1.38878, -4.32483, -0.28406)
C (-0.76363, -5.34500, -0.95327)
C (-0.82073, -5.36433, -2.31241)
C (-1.57549, -4.40821, -3.00252)
C (-2.15598, -3.38528, -2.25399)
C (-2.98771, -2.26156, -2.82183)
N (-2.02645, -3.37913, -0.95214)
H (2.40286, 1.56005, 1.78682)
H (1.75558, 0.84585, 3.25731)
H (0.71202, 1.77471, 2.10976)
H (3.16757, 0.12422, 0.25696)
H (2.96905, -2.09383, -0.97628)
H (1.26870, -3.67015, -0.29828)
H (-2.51830, -4.24709, 4.17334)
H (-4.43638, -3.02114, 5.29075)
H (-5.42708, -1.00733, 4.12723)
H (-4.88146, 0.80339, 2.58667)
H (-5.33980, -0.18184, 1.23523)
H (-3.76164, 0.65949, 1.29753)
H (-0.13727, -6.09482, -0.43864)
H (-0.29537, -6.11038, -2.87159)
H (-1.56146, -4.38934, -4.08964)
H (-2.81540, -1.38904, -2.14814)
H (-4.04653, -2.53679, -2.73102)
H (-2.76076, -2.11716, -3.86870)
C (-2.24941, 2.30726, -2.24736)
C (-2.40297, 1.53045, -1.10055)
N (-1.38057, 0.84985, -0.59171)
C (-0.22654, 1.03425, -1.18251)
C (0.10575, 1.91862, -2.18256)
C (-0.98679, 2.49765, -2.83898)
C (1.47997, 2.22339, -2.57078)
C (2.24496, 3.11132, -1.94011)
C (1.91558, 3.92367, -0.69469)
C (0.72452, 4.09175, -0.03870)
C (0.65949, 4.92919, 1.07659)
N (1.73190, 5.54305, 1.59336)
C (2.84468, 5.29816, 0.91675)
N (2.97410, 4.58942, -0.18288)
H (-3.06526, 2.79656, -2.70316)
H (-3.31940, 1.45851, -0.46432)
H (0.55003, 0.41176, -0.81495)
H (-0.82938, 3.10080, -3.76120)
H (1.84119, 1.75464, -3.50635)
H (3.22922, 3.34189, -2.28020)
H (-0.16374, 3.51993, -0.36247)
H (-0.27367, 5.12476, 1.57732)
H (3.77303, 5.81927, 1.20583)
O (2.41325, -4.86971, -4.59808)
S (2.53302, -3.55180, -4.00531)
O (2.61908, -3.55106, -2.57444)
N (1.40368, -2.52472, -4.55377)
C (1.94713, -1.38276, -4.95399)
O (1.42455, -0.30482, -5.22460)
C (3.41830, -1.41149, -5.06958)
C (4.19879, -0.36155, -5.43301)
C (5.59171, -0.54612, -5.32482)
C (6.07788, -1.80298, -4.92006)
C (5.22507, -2.81626, -4.49219)
C (3.90688, -2.61579, -4.60085)
H (3.75443, 0.57218, -5.72723)
H (6.21991, 0.25981, -5.65113)
H (7.13164, -1.94738, -4.97182)
H (5.61962, -3.75639, -4.06579)
O (-0.89754, -0.18931, 4.47204)
C (-1.21131, 0.89354, 4.01975)
N (-1.70127, 1.20277, 2.81118)
C (-1.90174, 2.54571, 2.71848)
O (-2.30482, 3.12137, 1.70487)
C (-1.42456, 3.21305, 4.01706)
C (-1.39547, 4.50008, 4.51831)
C (-1.02949, 4.65271, 5.83490)
C (-0.64376, 3.61516, 6.63290)
C (-0.58706, 2.33070, 6.11925)
C (-1.04071, 2.16331, 4.82343)
H (-1.68423, 5.37917, 4.01581)
H (-1.07983, 5.62893, 6.28205)
H (-0.23211, 3.91898, 7.62460)
H (-0.16706, 1.47135, 6.57309)

The Mulliken scheme yields these atomic charges, measured in e:
1 Li 1.368
2 C -0.773
3 C 0.945
4 C -1.025
5 C -0.274
6 C -0.551
7 C -0.262
8 N -0.276
9 Sb 0.668
10 C -0.160
11 C -0.770
12 C -0.500
13 C -0.531
14 C 0.708
15 C -0.680
16 N 0.254
17 C -0.186
18 C -0.651
19 C -0.049
20 C -0.610
21 C 0.630
22 C -1.020
23 N -0.093
24 H 0.561
25 H 0.249
26 H -0.353
27 H 0.273
28 H 0.475
29 H 0.533
30 H 0.374
31 H 0.341
32 H 0.322
33 H 0.377
34 H 0.467
35 H -0.645
36 H 0.312
37 H 0.417
38 H 0.314
39 H 0.012
40 H 0.275
41 H 0.405
42 C -1.139
43 C -0.332
44 N 1.243
45 C 0.248
46 C -0.527
47 C -0.301
48 C -0.935
49 C -0.675
50 C 0.886
51 C 0.229
52 C -0.518
53 N -0.659
54 C -0.197
55 N -0.622
56 H 0.547
57 H 0.133
58 H 0.156
59 H 0.432
60 H 0.456
61 H 0.457
62 H 0.102
63 H 0.645
64 H 0.400
65 O -0.739
66 S 1.197
67 O -0.587
68 N -0.485
69 C 0.226
70 O -0.759
71 C 0.449
72 C -0.483
73 C -0.567
74 C -0.493
75 C -0.512
76 C 0.051
77 H 0.489
78 H 0.400
79 H 0.402
80 H 0.386
81 O -0.701
82 C -0.199
83 N 0.920
84 C -0.578
85 O -0.782
86 C 0.637
87 C -0.599
88 C -0.406
89 C -0.628
90 C -0.428
91 C 0.153
92 H 0.506
93 H 0.402
94 H 0.288
95 H 0.542

| no. | HOMO-LUMO gap (eV) | E (eV) | HOMO level (eV) |
| --- | --- | --- | --- |
| 1 | 6.25 | -92554.12706 | -2.5 |
| 2 | 7.23 | -92556.61194 | -3.6 |
| 3 | 8.11 | -85935.04714 | -6.0 |